<a>
Computed, not measured: 2 unconnected molecules or ions with the total composition C15H18O, with the ωB97M-V functional and the def2-TZVPD basis.

E_HOMO: -8.1 eV
Frontier orbital gap: 8.9 eV
M: 214.3 g/mol
SMILES: Cc1ccc(O)cc1.CCc1ccccc1

Atoms and positions in Å:
C 0.622 1.182 -2.335
H 2.628 -0.084 -1.533
H 3.307 -2.451 -3.016
C -1.854 -0.359 -1.892
H 1.512 -1.576 3.615
H -2.737 -0.926 -1.674
H -1.193 0.455 4.891
H -1.288 2.852 0.041
H 1.584 -2.409 -3.445
C -0.987 1.825 1.693
H -0.619 0.675 -0.131
C -0.636 1.734 -2.333
C -0.391 -0.599 3.109
H 2.964 -0.920 -3.681
C -0.239 -0.419 1.731
H -0.858 2.728 -2.619
H -2.912 1.547 -2.088
C 1.954 -0.965 -1.878
H 0.073 -1.230 1.098
H -1.467 2.549 3.718
O -1.197 3.072 1.062
C -1.143 1.667 3.106
C 2.454 -1.723 -3.136
C -0.536 0.713 1.042
C -1.953 1.002 -2.203
C -0.594 -0.888 -1.850
H 1.594 1.656 -2.677
H -0.537 -1.936 -1.614
C 0.443 -1.671 3.828
H 1.828 -1.575 -1.079
H 0.304 -2.652 3.502
H 0.183 -1.558 4.889
C -0.921 0.503 3.843
C 0.609 -0.220 -1.984

---

<b>
Computed, not measured: 2 unconnected molecules or ions with the total composition C15H18O, with the ωB97M-V functional and the def2-TZVPD basis.

E_HOMO: -8.5 eV
Frontier orbital gap: 9.2 eV
M: 214.3 g/mol
SMILES: CCc1ccc(O)cc1.Cc1ccccc1

Atoms and positions in Å:
H -0.337 3.285 4.571
C 1.115 2.030 3.464
H -0.931 -3.141 -4.368
O 0.054 -2.186 2.246
H -2.425 -2.973 -3.309
C 0.009 3.020 1.235
C 0.953 1.989 1.122
H -1.762 -0.805 1.444
C 0.634 -2.088 -1.396
C -1.650 -2.424 -3.892
C 0.855 -2.411 -0.035
C -1.016 -1.254 -3.149
H -0.947 4.379 2.615
H 1.435 0.686 -0.640
H 1.724 -2.947 0.115
H -0.168 -0.852 -3.735
C -0.589 -1.565 -1.755
C -1.255 -1.323 0.468
H 1.006 -2.319 2.389
C -1.567 -1.221 -0.852
C 1.521 1.492 2.332
C -0.187 -2.112 0.867
C -0.260 3.638 2.497
H -2.526 -0.741 -1.203
H -2.122 -2.066 -4.870
H 0.864 2.206 -1.068
H 2.429 0.843 2.278
C 1.546 1.673 -0.213
H -0.333 3.436 0.302
H -1.870 -0.583 -3.143
H 2.464 2.181 -0.173
H 1.743 1.691 4.355
H 1.484 -2.421 -2.145
C 0.104 2.884 3.645

---

Taking the most stable structure as the zero point, the relative energies in kJ/mol are <a> 0.0; <b> 29.9.

---

<a>
Computed, not measured: 2 unconnected molecules or ions with the total composition C2H9NOS2, with the ωB97M-V functional and the def2-TZVPD basis.

E_HOMO: -8.4 eV
Frontier orbital gap: 8.9 eV
M: 127.2 g/mol
SMILES: CSS.NCO

Atoms and positions in Å:
H 0.303 -2.136 -0.232
H -2.455 2.240 1.674
H 2.661 -1.892 -0.996
O 0.774 -2.640 -0.903
S -1.739 -0.106 0.246
S -0.554 0.757 1.759
H -2.175 1.076 -0.203
C -1.597 2.118 2.333
H 1.848 -2.262 -2.527
H -1.009 3.033 2.283
H -1.975 1.921 3.323
H 1.976 0.215 -1.182
C 1.722 -1.793 -1.544
H 0.891 -0.096 -2.436
N 1.329 -0.435 -1.594

---

<b>
Computed, not measured: 2 unconnected molecules or ions with the total composition C2H9NOS2, with the ωB97M-V functional and the def2-TZVPD basis.

E_HOMO: -8.9 eV
Frontier orbital gap: 8.1 eV
M: 127.2 g/mol
SMILES: CSS.NCO

Atoms and positions in Å:
H 0.818 1.583 1.396
S 1.620 -0.509 -1.800
H -0.833 -1.512 -0.813
N -2.082 -1.032 0.641
H 2.445 2.536 1.048
H -2.779 -0.318 0.920
H -1.177 -0.918 1.105
C -1.744 -0.936 -0.768
H -0.581 0.922 -1.301
H -2.437 -1.401 -1.422
H 1.564 -1.842 -1.548
O -1.518 0.480 -1.065
C 1.981 1.520 1.307
H 2.362 1.133 2.328
S 2.360 0.294 -0.028

---

Taking the most stable structure as the zero point, the relative energies in kJ/mol are <a> 0.0; <b> 199.4.

---

<a>
Computed, not measured: a molecular structure, HI2OP, with the ωB97M-V functional and the def2-TZVPD basis.

E_HOMO (alpha / beta): -9.2 / -9.1 eV
Frontier orbital gap (alpha / beta): 6.8 / 6.8 eV
M: 301.8 g/mol

Atoms and positions in Å:
O -1.122 -0.286 -0.265
I 1.169 2.302 -0.088
I 1.179 -2.318 -0.132
H -1.203 0.754 -0.399
P -0.022 -0.452 0.883

---

<b>
Computed, not measured: a molecular structure, HI2OP, with the ωB97M-V functional and the def2-TZVPD basis.

E_HOMO (alpha / beta): -9.3 / -9.3 eV
Frontier orbital gap (alpha / beta): 6.8 / 6.8 eV
M: 301.8 g/mol

Atoms and positions in Å:
O 1.647 0.625 0.529
I -1.112 -2.497 0.231
H 1.637 1.206 -0.248
P -0.443 -0.445 -0.895
I -1.729 1.111 0.383

---

Taking the most stable structure as the zero point, the relative energies in kJ/mol are <a> 0.0; <b> 251.6.

---

<a>
Computed, not measured: a gas-phase ion, C3H5N2 (charge +1), with the ωB97M-V functional and the def2-TZVPD basis.

E_HOMO: -16.8 eV
Frontier orbital gap: 11.5 eV
M: 69.1 g/mol
Charge: +1
SMILES: C1[C@@]23N[C@@]12[NH2+]3

Atoms and positions in Å:
H -0.096 1.225 -1.582
C -0.255 0.976 -0.517
H -0.854 1.857 -0.141
H 0.565 -1.546 0.675
N 0.696 -0.938 -0.323
C 0.685 0.272 0.348
N -0.298 -0.410 1.240
C -0.680 -0.389 -0.201
H -0.939 0.061 1.843
H 1.175 -1.108 -1.342

---

<b>
Computed, not measured: a molecular structure, C3H5N2, with the ωB97M-V functional and the def2-TZVPD basis.

E_HOMO (alpha / beta): -15.3 / -15.2 eV
Frontier orbital gap (alpha / beta): 7.2 / 7.1 eV
M: 69.1 g/mol
Charge: +1

Atoms and positions in Å:
H -2.584 -0.052 1.225
C 0.225 -0.068 -0.568
N 0.146 1.091 0.034
N -1.730 0.022 0.636
H 2.084 -1.223 -0.503
C -0.909 -0.650 -0.135
H 1.914 -1.919 -0.224
C -1.035 1.144 0.710
H 1.047 -0.218 -1.292
H 0.842 1.872 0.116

---

Taking the most stable structure as the zero point, the relative energies in kJ/mol are <a> 0.0; <b> 123.3.